No. 1
{"formula": "C7H16N", "method": "ωB97M-V with the def2-TZVPD basis set", "spin_multiplicity": 1, "gap_ha": 0.327, "smiles": "C=CCCC[C@@H](C)[NH3+]", "lumo_ev": -3.6, "e_homo_ev": -12.5, "charge": 1, "elements": ["C", "C", "C", "C", "C", "C", "C", "N", "H", "H", "H", "H", "H", "H", "H", "H", "H", "H", "H", "H", "H", "H", "H", "H"], "coordinates": [[1.62, 3.12, 1.11], [0.62, 2.92, 0.26], [0.06, 1.58, -0.10], [1.04, 0.48, -0.49], [0.69, -1.01, -0.10], [-0.82, -1.21, 0.09], [-1.48, -1.26, -1.30], [-1.06, -2.61, 0.77], [1.97, 4.06, 1.54], [2.23, 2.33, 1.56], [-0.04, 3.72, -0.09], [-0.67, 1.59, -0.93], [-0.44, 1.20, 0.85], [1.98, 0.74, 0.08], [1.49, 0.61, -1.47], [1.24, -1.22, 0.88], [1.05, -1.66, -0.94], [-1.09, -0.47, 0.81], [-0.77, -1.28, -2.13], [-2.29, -0.56, -1.53], [-1.89, -2.32, -1.57], [-0.16, -3.16, 0.65], [-1.88, -3.09, 0.28], [-1.39, -2.48, 1.76]]}

No. 2
{"formula": "C12H27I2InO8SSi", "method": "ωB97M-V with the def2-TZVPD basis set", "spin_multiplicity": 1, "gap_ha": 0.315, "lumo_ev": -0.8, "e_homo_ev": -9.4, "charge": 0, "elements": ["In", "O", "S", "O", "O", "O", "I", "I", "C", "C", "C", "C", "O", "Si", "O", "O", "C", "C", "C", "C", "O", "C", "C", "C", "C", "H", "H", "H", "H", "H", "H", "H", "H", "H", "H", "H", "H", "H", "H", "H", "H", "H", "H", "H", "H", "H", "H", "H", "H", "H", "H", "H"], "coordinates": [[1.41, 0.27, -2.43], [1.99, 1.33, -4.12], [3.41, 0.74, -4.09], [4.41, 1.67, -4.46], [3.37, -0.56, -4.82], [3.56, 0.47, -2.60], [1.84, -2.09, -4.15], [-0.08, -3.61, -3.14], [1.84, -1.37, 1.84], [1.56, -1.91, 0.46], [2.91, -2.32, -0.18], [0.58, -3.05, 0.54], [0.99, -0.82, -0.36], [-0.44, 0.09, -0.29], [-0.35, 0.80, -1.76], [-0.39, 1.08, 1.04], [0.06, 2.46, 1.06], [1.42, 2.60, 0.33], [0.16, 2.81, 2.54], [-0.95, 3.41, 0.42], [-1.74, -0.84, -0.33], [-2.97, -0.66, 0.41], [-3.46, 0.78, 0.22], [-2.73, -1.01, 1.89], [-3.90, -1.59, -0.34], [1.95, -2.15, 2.58], [1.01, -0.68, 2.14], [2.73, -0.82, 1.83], [3.41, -3.09, 0.49], [3.56, -1.45, -0.18], [2.68, -2.70, -1.20], [1.01, -3.94, 0.94], [0.30, -3.36, -0.46], [-0.31, -2.73, 1.07], [2.24, 1.99, 0.74], [1.81, 3.58, 0.30], [1.27, 2.51, -0.74], [0.89, 2.24, 3.05], [-0.74, 2.72, 3.08], [0.39, 3.88, 2.61], [-1.12, 3.09, -0.64], [-0.50, 4.39, 0.35], [-1.91, 3.35, 0.90], [-2.82, 1.48, 0.75], [-4.46, 0.84, 0.70], [-3.56, 0.99, -0.79], [-2.04, -0.28, 2.30], [-2.31, -1.99, 1.85], [-3.67, -1.01, 2.41], [-4.12, -1.22, -1.35], [-4.85, -1.81, 0.18], [-3.34, -2.51, -0.56]]}

No. 3
{"formula": "C23H43N2OP3SV", "method": "ωB97M-V with the def2-TZVPD basis set", "spin_multiplicity": 3, "gap_ha": [0.216, 0.213], "s2": 2.02, "lumo_ev": [-9.6, -9.7], "e_homo_ev": [-15.5, -15.5], "charge": 3, "elements": ["V", "P", "P", "P", "H", "C", "C", "H", "C", "C", "C", "C", "C", "C", "C", "C", "C", "H", "H", "H", "H", "H", "H", "H", "H", "H", "H", "H", "H", "H", "H", "H", "H", "H", "H", "H", "H", "H", "H", "H", "H", "H", "H", "H", "H", "H", "C", "C", "C", "C", "C", "C", "S", "H", "H", "H", "H", "H", "H", "N", "C", "O", "C", "C", "C", "C", "N", "C", "H", "H", "H", "H", "H", "H"], "coordinates": [[-0.11, -1.36, -0.88], [2.90, 1.10, 1.25], [-1.23, -0.34, 0.99], [-2.51, 3.78, -3.08], [1.46, 0.73, -3.16], [0.64, 0.92, -2.45], [0.90, 0.15, -1.17], [1.82, -0.47, -1.26], [3.92, 0.17, 2.46], [2.55, 2.59, 2.26], [4.25, 1.74, 0.18], [-2.81, -1.08, 1.52], [-0.31, -0.31, 2.57], [-1.63, 1.42, 0.71], [-2.90, 4.84, -4.48], [-1.42, 4.64, -1.95], [-4.03, 3.32, -2.23], [0.63, 2.01, -2.26], [1.01, 0.85, -0.32], [4.69, -0.40, 1.93], [3.27, -0.54, 3.00], [4.38, 0.86, 3.18], [1.86, 2.32, 3.07], [2.07, 3.36, 1.64], [3.48, 2.98, 2.68], [5.00, 0.96, 0.03], [4.71, 2.64, 0.61], [3.82, 1.99, -0.80], [-3.40, -0.31, 2.04], [-2.60, -1.91, 2.21], [-3.38, -1.45, 0.66], [-0.57, 0.60, 3.13], [0.78, -0.31, 2.39], [-0.57, -1.19, 3.17], [-2.42, 1.73, 1.42], [-1.98, 1.58, -0.31], [-0.74, 2.05, 0.88], [-3.91, 5.26, -4.34], [-2.88, 4.24, -5.40], [-2.16, 5.65, -4.55], [-1.42, 5.72, -2.20], [-0.40, 4.25, -2.04], [-1.77, 4.52, -0.91], [-4.80, 4.07, -2.46], [-3.85, 3.27, -1.15], [-4.35, 2.33, -2.59], [-1.03, -0.95, -2.93], [-2.05, -1.28, -2.03], [-2.02, -2.53, -1.38], [-0.93, -3.39, -1.57], [0.10, -3.05, -2.46], [0.07, -1.82, -3.11], [-0.88, 0.78, -3.58], [-1.87, 2.56, -3.52], [-2.86, -0.57, -1.85], [-2.84, -2.82, -0.74], [-0.92, -4.35, -1.05], [0.94, -3.73, -2.63], [0.90, -1.51, -3.74], [0.33, -4.95, 4.62], [-0.14, -4.11, 3.64], [-1.21, -3.49, 3.76], [0.77, -3.89, 2.48], [2.17, -3.92, 2.57], [2.90, -3.29, 1.57], [2.23, -2.63, 0.52], [0.89, -2.67, 0.42], [0.17, -3.38, 1.32], [-0.30, -5.16, 5.38], [1.07, -5.61, 4.43], [2.65, -4.39, 3.42], [3.98, -3.26, 1.59], [2.78, -2.05, -0.23], [-0.90, -3.49, 1.12]]}